Entry 1:
Molecular formula: C36H49N2O3P
Method: DFT, ωB97M-V with the def2-TZVPD basis set

The geometry in XYZ format:
```
91
Properties=species:S:1:pos:R:3:forces:R:3:mulliken_charge:R:1
C 5.30649 0.11993 -4.78177 0.73 -0.47 0.33 -1.001
C 6.02092 -0.99970 -3.80909 1.04 -0.17 -1.90 -0.281
N 6.23805 -0.55046 -2.38038 -2.67 -1.66 1.33 -0.293
C 5.43088 -1.38229 -1.38611 -0.81 -1.60 1.14 -0.334
C 5.86954 -2.99373 -1.29896 -2.04 0.04 2.31 0.218
O 6.94013 -3.59482 -2.13917 -1.42 1.85 2.19 -0.515
C 5.09451 -4.06579 -0.27799 -1.27 4.43 -0.14 -0.616
C 3.87356 -3.45221 0.62881 1.21 1.38 -1.72 0.345
C 3.43337 -1.84050 0.55040 2.00 -0.71 -1.48 0.180
C 4.19023 -0.74910 -0.46020 1.33 -3.90 0.08 0.394
C 3.77184 0.82872 -0.61294 -0.81 -0.22 0.40 -0.784
C 4.09753 1.76481 0.69392 -0.71 1.05 0.87 0.092
C 4.60016 3.30849 0.29215 -0.02 -0.76 -0.33 -0.618
C 4.26746 4.41333 1.45828 0.16 -0.37 1.18 -0.701
C 2.67299 4.65107 1.75630 -0.64 -0.65 0.08 -0.606
C 1.74752 4.91161 0.42804 -0.71 0.51 0.61 -0.154
C 0.29386 5.58816 0.89827 -0.21 -0.24 0.27 -0.637
C -1.01058 4.88035 0.20162 -1.09 -0.15 -0.59 -0.508
C -2.26139 5.93228 -0.10648 -0.53 0.42 0.07 -0.613
C -3.65238 5.54966 0.67259 -1.53 0.43 -0.03 -0.639
C -4.85892 5.01116 -0.35116 -0.29 0.37 0.02 -0.392
C -5.78868 3.83095 0.33604 0.26 0.92 0.07 -0.488
N -6.42678 2.88473 -0.67204 -2.12 -2.42 -0.85 0.195
C -7.49834 1.96673 -0.08251 0.00 -1.16 -5.54 -0.309
C -8.11410 1.05145 -1.33787 4.04 3.99 0.74 -0.404
C -7.25212 1.53518 -2.65084 0.84 2.00 4.38 -0.434
C -6.18806 2.70772 -2.15734 -3.95 -3.42 1.43 -0.168
C 2.19903 -1.39154 1.53227 -1.10 2.86 2.71 0.065
O 2.12878 -0.28240 2.27249 0.68 -6.22 -4.77 -0.543
C 0.92857 -2.47300 1.64263 -0.91 -1.32 -0.15 0.200
C -0.61037 -1.90747 1.65734 0.22 -4.83 0.37 -0.558
C -1.82011 -3.01684 1.76588 4.97 -0.75 0.02 -0.481
C -1.40683 -4.63192 1.90049 2.53 2.01 -0.91 0.336
P -2.93578 -5.82596 2.08046 0.14 1.30 0.45 -0.021
C -3.96080 -5.45000 0.47487 -0.29 1.10 -1.30 -0.552
C -5.56224 -5.22542 0.82791 0.55 -0.30 0.35 -0.862
C -2.32867 -7.63621 2.11747 0.82 0.26 -1.17 -0.457
C -1.78529 -8.02837 0.61832 -0.30 -0.83 0.30 -0.908
C 0.16525 -5.17025 1.88554 -0.39 4.12 -0.39 -0.316
C 1.36850 -4.06773 1.72934 -3.49 1.12 0.16 0.255
C 2.99575 -4.44570 1.64850 1.81 -2.77 2.44 0.147
O 3.55824 -5.44129 2.37192 -3.69 6.18 -4.88 -0.528
H 4.15650 0.20550 -4.57467 2.28 0.00 -0.40 0.240
H 5.50919 -0.20278 -5.89372 -0.59 0.63 2.18 0.344
H 5.88243 1.13085 -4.61451 -1.38 -1.79 -0.32 0.275
H 7.10908 -1.17795 -4.26649 -2.35 0.30 0.90 0.242
H 5.46827 -2.03028 -3.89030 0.99 2.12 0.47 0.268
H 6.07413 0.47302 -2.25997 -0.06 -1.35 -0.07 0.304
H 7.85020 -3.37759 -1.78074 -1.70 0.00 -0.30 0.338
H 5.41081 -5.21496 -0.21144 -0.79 2.98 -0.20 0.310
H 2.58850 0.84831 -0.76557 2.58 -0.12 0.28 0.290
H 4.22066 1.37337 -1.54852 -0.61 -1.55 1.58 0.355
H 4.87720 1.27783 1.44546 -1.80 0.92 -1.69 0.315
H 3.05432 1.93313 1.24923 2.50 -0.71 -0.98 -0.094
H 4.02428 3.57320 -0.69566 1.24 -0.27 1.77 0.287
H 5.77205 3.24128 0.07468 -2.57 0.43 0.40 0.291
H 4.73121 3.97648 2.46783 -0.93 0.99 -2.10 0.276
H 4.78783 5.46018 1.30621 -0.98 -2.19 -0.10 0.326
H 2.23500 3.67766 2.28546 0.93 2.06 -1.08 0.184
H 2.47423 5.53363 2.53488 0.76 -1.81 -1.79 0.385
H 1.47366 3.89304 -0.11577 0.91 2.19 1.00 0.085
H 2.27584 5.68866 -0.29666 -1.04 -1.88 1.35 0.233
H 0.28585 6.73406 0.65464 0.05 -2.19 0.36 0.295
H 0.15741 5.50559 2.08130 0.40 0.11 -2.56 0.262
H -0.77994 4.36649 -0.84831 -0.08 1.12 2.35 0.288
H -1.48235 4.02287 0.88438 1.31 1.82 -1.37 0.186
H -2.00248 7.05063 0.19269 -0.25 -2.43 -0.58 0.344
H -2.52092 5.96499 -1.26499 0.70 -0.13 2.40 0.332
H -3.54686 4.74427 1.51529 0.20 1.50 -1.60 0.362
H -4.11820 6.51757 1.19250 1.22 -2.08 -1.01 0.293
H -5.59752 5.91078 -0.61098 1.71 -1.93 0.50 0.220
H -4.37753 4.68200 -1.36892 -0.94 0.34 2.07 0.131
H -6.68516 4.35666 0.90224 1.93 -1.11 -1.10 0.267
H -5.17427 3.21265 1.12748 -1.11 1.15 -1.71 0.294
H -7.83124 1.96928 1.05169 1.05 0.25 -2.78 0.272
H -8.98185 0.24463 -1.23644 2.28 2.07 -0.34 0.275
H -7.36007 1.12809 -3.75051 0.31 1.04 2.62 0.270
H -5.41177 3.29743 -2.82198 -1.88 -1.33 1.95 0.237
H -0.92555 -0.77736 1.59077 1.14 -2.49 0.15 0.317
H -2.92433 -2.62376 1.74421 2.36 -1.14 0.13 0.277
H -3.78608 -6.24933 -0.36273 -0.53 1.40 1.58 0.338
H -3.59123 -4.41082 0.01902 -0.47 -2.34 1.05 0.293
H -5.71459 -4.23732 1.47212 0.43 -2.26 -1.31 0.228
H -5.88950 -6.16420 1.45944 0.26 2.01 -1.30 0.272
H -6.19950 -5.11292 -0.15231 1.30 -0.39 1.93 0.315
H -1.43803 -7.69889 2.87386 -1.88 0.18 -1.22 0.294
H -3.22124 -8.29730 2.48585 1.79 1.27 -0.73 0.383
H -1.67472 -7.08268 -0.08967 -0.01 -2.08 1.65 0.259
H -2.60918 -8.73857 0.14092 2.07 1.36 0.79 0.264
H -0.74787 -8.59026 0.77699 -2.32 1.13 -0.84 0.268
H 0.44162 -6.32083 1.95474 -0.78 2.78 -0.14 0.204
```
Forces are in eV/Å.

Highest occupied orbital energy   -0.2831 Eh
E_tot   -56505.896 eV
Max |F|   8.70 eV Å⁻¹
Charge   0
Spin multiplicity   1
E_LUMO   -1.399 eV
Gap between HOMO and LUMO   6.3 eV


Entry 2:
Molecular formula: C36H49N4O9
Method: DFT, ωB97M-V with the def2-TZVPD basis set

The geometry in XYZ format:
```
98
Properties=species:S:1:pos:R:3:forces:R:3:mulliken_charge:R:1
C 6.15756 -4.17639 -0.30687 -0.01 -0.11 -0.68 -0.738
C 6.95155 -3.73961 -1.62195 0.98 -1.23 -2.13 0.447
O 7.17152 -4.50586 -2.60057 -1.19 2.06 3.59 -0.579
N 7.42693 -2.33935 -1.71153 -1.06 -1.04 -0.04 -0.169
C 7.01190 -1.71937 -3.00783 0.07 0.79 -0.63 -0.491
C 6.67487 -0.16361 -2.78309 -0.10 -0.23 -0.22 -0.919
C 5.68782 0.11464 -1.52848 0.58 1.24 0.24 -0.321
C 4.13346 0.21062 -1.93391 0.03 0.78 0.05 -0.776
C 3.11725 -0.30538 -0.82376 -2.52 -1.51 2.47 0.359
C 1.95665 -1.32169 -1.11292 0.04 0.87 2.11 0.199
C 0.92739 -1.78435 -0.00186 1.70 1.89 -0.04 0.525
C 1.00166 -1.23519 1.47676 2.74 0.19 -2.22 -0.142
C -0.06249 -1.66006 2.59072 -0.88 0.36 -1.02 -1.051
C -1.49378 -1.01751 2.11554 0.63 0.18 0.42 -0.338
C -1.35355 0.48063 1.54264 -1.38 0.58 -0.17 1.113
C -2.63993 1.35211 2.05576 1.14 0.36 -1.01 -1.541
C -1.42878 0.55664 -0.08611 0.44 0.55 0.49 -0.148
C 2.16795 -0.24611 1.77789 -0.43 -0.92 -2.21 0.999
C 2.29257 0.31081 3.28996 0.28 -0.64 0.64 -0.126
C 2.68526 -0.73718 4.36370 -0.66 4.11 1.91 -0.450
C 2.78745 -0.21765 5.84787 -1.04 2.46 -3.68 -0.378
C 2.47816 1.31224 6.08039 0.18 -2.76 -3.58 -0.393
C 2.09910 2.14279 4.82695 0.56 -1.79 1.10 -0.245
N 1.98944 1.69475 3.47324 1.30 -3.09 3.87 -0.331
C 3.19102 0.21155 0.66669 -2.15 -1.01 -0.32 0.520
C 4.30249 1.28334 1.16612 2.34 4.12 0.03 0.165
O 5.19018 0.84208 1.97867 -2.83 0.31 -2.13 -0.683
O 4.29780 2.61055 0.72318 -0.95 -6.39 1.21 -0.817
C -0.23138 -2.81885 -0.45189 1.01 -0.62 2.44 0.134
O -0.52264 -3.73235 0.36423 0.14 2.65 -3.09 -0.595
C -0.81657 -2.59086 -1.90869 2.25 1.36 -2.74 0.429
O -2.16423 -2.69728 -2.33733 1.40 -0.61 1.92 -0.406
C -3.01707 -3.37529 -1.39028 -1.56 -1.29 0.95 -0.170
C -4.44593 -3.82287 -2.02836 1.09 -0.50 0.62 0.126
C -5.23180 -4.65907 -0.90281 -0.35 -0.36 0.44 -1.070
O -5.21861 -2.68725 -2.49448 0.55 -0.77 1.15 -0.537
C 0.12581 -2.17663 -2.91374 -0.96 -0.53 2.14 -0.733
C 1.69470 -1.94643 -2.58394 0.61 -0.50 -0.06 0.008
O 2.60361 -2.26741 -3.39099 -3.20 1.29 2.53 -0.608
H 5.53539 -5.11086 -0.58169 1.19 1.47 0.57 0.272
H 6.92649 -4.41535 0.51255 -1.16 0.32 -1.19 0.278
H 5.45144 -3.35306 0.07463 1.26 -1.11 -0.71 0.144
H 8.43765 -2.25064 -1.54233 -0.76 -0.24 -0.12 0.255
H 6.06673 -2.21675 -3.42837 1.48 0.47 0.82 0.263
H 7.86803 -1.85333 -3.76894 -1.49 0.32 0.83 0.306
H 7.67431 0.41260 -2.70036 -1.63 -0.83 0.19 0.362
H 6.16975 0.23493 -3.74497 0.78 -0.62 1.42 0.315
H 5.85222 -0.59768 -0.64933 -0.13 0.85 -1.46 0.392
H 5.98519 1.16587 -1.13964 -0.56 -1.82 -0.40 0.286
H 3.90678 1.33924 -2.08091 0.27 -1.80 0.35 0.281
H 4.01383 -0.26732 -2.96358 -0.30 0.26 1.67 0.435
H -0.18096 -2.80287 2.67362 0.37 1.81 -0.29 0.320
H 0.14945 -1.25520 3.63604 0.15 -0.38 -1.67 0.371
H -2.16775 -0.95963 3.04884 0.88 -0.35 -1.47 0.569
H -1.96411 -1.70515 1.32316 0.56 1.09 1.27 -0.479
H -0.43297 1.04987 1.94399 -1.24 -1.23 -0.69 -0.168
H -2.38352 2.44274 1.75526 -0.59 -1.68 0.78 0.394
H -2.79635 1.24533 3.18284 0.03 0.16 -1.56 0.301
H -3.53947 1.05707 1.41394 1.00 0.13 1.18 0.305
H -2.07370 -0.29572 -0.49665 0.97 1.05 0.53 -0.012
H -1.94091 1.54867 -0.36225 0.86 -1.65 0.38 -0.055
H -0.37220 0.55743 -0.56253 -1.80 -0.22 0.75 -0.006
H 2.87386 -1.82315 4.07622 -0.25 1.82 0.41 0.345
H 3.09146 -0.91972 6.69470 -0.52 1.19 -1.34 0.319
H 2.58081 1.71516 7.14359 -0.30 -0.35 -1.91 0.308
H 1.87247 3.26037 5.01344 0.39 -2.04 -0.54 0.284
H -2.53179 -4.35693 -1.01669 -0.60 1.67 -0.57 0.340
H -3.27419 -2.73201 -0.45893 0.67 -0.74 -1.48 0.029
H -4.19483 -4.56455 -2.87857 -0.70 1.69 0.91 0.355
H -6.26755 -4.20272 -0.65929 1.76 -0.56 -0.53 0.297
H -5.43066 -5.75219 -1.21304 0.39 1.75 0.33 0.272
H -4.63936 -4.70977 0.07904 -0.80 0.17 -1.37 0.298
H -5.45224 -2.16897 -1.68249 0.33 -0.52 -1.02 0.330
H -0.25168 -1.97083 -3.97393 0.74 -0.55 1.66 0.321
C -2.95084 4.13121 -2.48554 -0.19 -0.09 -0.07 -1.368
C -1.95373 4.20076 -1.36052 0.34 -0.01 0.51 0.817
O -2.14411 3.64638 -0.28582 -0.23 0.37 -0.23 -0.618
N -0.80935 4.90766 -1.56515 -0.51 -0.20 0.03 -0.169
C -0.40073 5.62687 -2.75152 0.33 -0.03 0.36 -0.891
H -3.80868 3.53443 -2.17350 0.20 0.04 0.09 0.251
H -3.30136 5.13443 -2.73920 0.07 -0.07 -0.16 0.433
H -2.49864 3.65601 -3.35907 -0.08 0.15 -0.05 0.356
H -0.18945 4.90839 -0.76593 0.00 -0.06 -0.13 0.249
H 0.54603 5.20719 -3.09810 -0.04 0.16 -0.22 0.289
H -0.24982 6.67480 -2.48278 0.03 0.05 -0.28 0.291
H -1.13886 5.56096 -3.54895 0.04 -0.05 0.16 0.342
C -8.00831 1.96380 0.27860 -0.19 -0.06 -0.11 -1.452
C -6.56064 1.75182 0.63319 0.67 -0.22 0.07 0.982
O -5.91750 0.80255 0.20353 -0.30 0.08 -0.02 -0.604
N -5.96881 2.65740 1.45968 -0.35 -0.34 -0.31 0.066
C -6.55440 3.83286 2.06472 0.47 -0.11 0.06 -0.954
H -8.34001 1.16458 -0.38490 0.19 0.06 0.10 0.304
H -8.62326 1.94120 1.18125 -0.04 0.16 -0.09 0.351
H -8.13215 2.91733 -0.24001 -0.12 0.00 0.14 0.344
H -4.99672 2.45091 1.65360 -0.05 0.09 -0.03 0.128
H -5.98493 4.70620 1.73911 -0.19 0.15 0.13 0.280
H -6.47229 3.73750 3.14976 -0.16 0.24 0.01 0.298
H -7.60044 3.96071 1.79124 0.13 -0.09 -0.01 0.377
```
Forces are in eV/Å.

Highest occupied orbital energy   -0.1710 Eh
E_tot   -62503.984 eV
Max |F|   6.57 eV Å⁻¹
Charge   -1
Spin multiplicity   1
E_LUMO   1.440 eV
Gap between HOMO and LUMO   6.1 eV


Q: Which formula does entry 2 have?
A: C36H49N4O9